i) 16
Properties=species:S:1:pos:R:3:mulliken_charge:R:1 method="wB97M-V/def2-TZVPD" homo_lumo_gap_ev=9.91 e_lumo_ev=0.81 homo_energy_ev=-9.1
C -0.80837 0.21219 -2.19345 -0.91
C -1.56821 -0.17179 -0.94936 0.14
O -1.56225 -1.26138 -0.43697 -0.50
H -0.30854 -0.66725 -2.59238 0.31
H -0.10153 1.00032 -1.94096 0.23
H -1.54254 0.59461 -2.90403 0.37
H -2.19743 0.63506 -0.54862 0.36
C 1.60805 -0.64912 0.68976 -1.01
C 0.63135 -0.05082 1.68493 -0.43
S 0.15422 1.64946 1.16423 -0.28
H 2.55862 -0.13389 0.66512 0.37
H 1.13590 -0.77186 -0.27055 0.19
H 1.83363 -1.67055 1.00740 0.30
H -0.27984 -0.63056 1.78941 0.34
H 1.12631 0.05517 2.64406 0.40
H -0.67939 1.86041 2.19140 0.12

---

ii) 16
Properties=species:S:1:pos:R:3:mulliken_charge:R:1 method="wB97M-V/def2-TZVPD" homo_lumo_gap_ev=9.91 e_lumo_ev=0.86 homo_energy_ev=-9.0
C 0.47254 -2.11362 -0.93676 -0.58
C 0.95240 -3.23251 -0.05441 0.04
O 0.56879 -3.35476 1.07861 -0.46
H 1.00031 -1.23453 -0.58012 0.13
H -0.60023 -2.02436 -0.89923 0.22
H 0.69865 -2.24100 -1.99843 0.33
H 1.72906 -3.91839 -0.44135 0.33
C -0.06016 2.75644 0.24306 -1.25
C -0.53746 1.51747 1.00573 -0.19
S -1.91900 0.66517 0.17267 -0.26
H -0.83658 3.50337 0.30514 0.33
H 0.16921 2.53315 -0.79756 0.37
H 0.80181 3.17540 0.75995 0.34
H 0.26270 0.77259 0.99411 0.18
H -0.71706 1.73409 2.05077 0.35
H -1.98498 1.46151 -0.90220 0.11

---

iii) 16
Properties=species:S:1:pos:R:3:mulliken_charge:R:1 method="wB97M-V/def2-TZVPD" homo_lumo_gap_ev=9.30 e_lumo_ev=0.93 homo_energy_ev=-8.4
C 1.98632 -1.06053 0.20561 -0.41
O 1.70189 -0.38721 -1.05395 -0.38
C 1.25235 0.97594 -0.57579 -0.64
C -0.22118 0.79333 0.19310 -0.69
S -1.11981 -0.36959 -0.92332 0.05
C -2.67940 -0.43408 -0.03859 -0.71
H 2.43221 -2.17069 0.13758 0.23
H 0.96483 -1.06785 0.68058 0.16
H 2.65293 -0.21942 0.65345 0.23
H 1.05624 1.51087 -1.53408 0.38
H 1.79815 1.38501 0.25489 0.36
H -0.84357 1.78703 0.34476 0.38
H 0.05715 0.15763 1.10134 0.33
H -2.42113 -0.07662 1.15165 0.21
H -3.41008 0.56194 -0.41774 0.20
H -3.20692 -1.38577 -0.17948 0.31

---

The most stable arrangement is i), and the next structure is 25.8 kJ/mol less stable.

---

i) 38
Properties=species:S:1:pos:R:3:mulliken_charge:R:1 method="wB97M-V/def2-TZVPD" homo_lumo_gap_ev=10.13 e_lumo_ev=0.61 homo_energy_ev=-9.5
C -2.58236 -1.99587 -5.75859 -0.81
C -1.22833 -1.83640 -4.84777 -0.37
C -1.44346 -2.31620 -3.26015 -0.45
C -0.03792 -1.96280 -2.49400 -0.60
N -0.01345 -2.28424 -1.01536 -0.24
C 1.30485 -1.65079 -0.52264 0.39
O 2.44801 -2.36143 -0.72604 -0.57
O 1.39938 -0.31923 0.09575 -0.23
C 0.49869 -0.29997 1.27948 -0.23
C 1.26061 0.23061 2.63106 -0.57
N 0.77456 1.58596 3.13715 -0.04
C 1.02461 2.68187 2.11529 -0.34
C -0.42075 3.09371 1.40768 -0.97
C 1.49615 1.90333 4.46194 0.32
C 0.53725 2.63582 5.61606 -0.76
O 2.78639 1.58700 4.68262 -0.56
H -3.43395 -2.52600 -5.15601 0.30
H -2.87405 -0.89763 -6.12256 0.22
H -2.26566 -2.58433 -6.74570 0.23
H -0.82414 -0.73330 -4.78074 0.27
H -0.31161 -2.49860 -5.23022 0.24
H -1.64227 -3.48551 -3.17328 0.26
H -2.39744 -1.78731 -2.77622 0.27
H 0.11530 -0.78549 -2.60320 0.25
H 0.84274 -2.52673 -3.02884 0.28
H -0.00368 -3.32687 -0.83356 0.29
H -0.43998 0.33612 0.95955 0.13
H 0.11140 -1.40404 1.50404 0.31
H 1.05938 -0.57506 3.48810 0.34
H 2.43319 0.23371 2.42005 0.34
H 1.38212 3.64856 2.71391 0.36
H 1.86815 2.42695 1.34057 0.30
H -1.20475 2.25404 1.73238 0.28
H -0.85639 4.10909 1.81376 0.30
H -0.33938 3.08342 0.22004 0.24
H -0.17579 3.36192 5.00350 0.24
H 1.24504 3.20883 6.35095 0.30
H -0.09249 1.77688 6.10101 0.26

---

ii) 38
Properties=species:S:1:pos:R:3:mulliken_charge:R:1 method="wB97M-V/def2-TZVPD" homo_lumo_gap_ev=10.31 e_lumo_ev=0.76 homo_energy_ev=-9.5
C 2.82897 1.93115 2.50113 -1.42
C 1.66409 1.43633 1.64652 -0.31
C 0.67750 0.33915 2.18495 0.45
C 1.50800 -0.90231 2.66894 -1.68
C -0.29816 -0.01804 1.03101 0.11
N -0.87609 1.15709 0.42281 0.10
C -1.19010 1.23582 -0.87900 -0.05
O -2.18997 1.81335 -1.26969 -0.67
C -0.33877 0.45260 -1.92773 -0.48
N 1.04494 0.39288 -1.53444 -0.43
C -0.88161 -0.92520 -2.18460 1.22
C -2.33357 -0.97979 -2.15664 -1.76
C -0.32475 -1.50161 -3.46598 -1.30
C -1.41946 -1.04438 1.37011 -0.14
O -1.30423 -2.21057 1.28488 -0.49
O -2.73129 -0.46106 1.61541 -0.51
H 3.28302 1.08397 3.02567 0.28
H 3.58859 2.41703 1.93625 0.41
H 2.51756 2.58261 3.30881 0.35
H 1.11777 2.31096 1.32054 0.45
H 2.12574 1.03509 0.73059 0.07
H 0.10716 0.77795 3.05258 0.35
H 2.15248 -1.34359 1.87739 0.31
H 0.79857 -1.66338 2.89301 0.49
H 2.15415 -0.71134 3.50354 0.49
H 0.35983 -0.48689 0.23260 0.37
H -1.54883 1.61110 0.97767 0.28
H -0.50919 0.98664 -2.84644 0.68
H 1.40406 1.34851 -1.43249 0.28
H 1.63825 -0.00800 -2.28632 0.23
H -0.65851 -1.50849 -1.27382 -0.16
H -2.78228 -0.31984 -2.89998 0.40
H -2.81474 -0.62508 -1.23646 0.29
H -2.75897 -1.95705 -2.36414 0.44
H -0.71104 -0.89090 -4.33590 0.35
H -0.80861 -2.57381 -3.71637 0.31
H 0.80130 -1.52602 -3.49300 0.31
H -3.29180 -1.25488 1.71860 0.39

---

The most stable arrangement is ii), and the next structure is 744.7 kJ/mol less stable.